A molecular structure, C37H32BrFN5Sn, computed with ωB97M-V with the def2-TZVPD basis set.

CARTESIAN COORDINATES (ANGSTROEM)
Sn: 0.828 -0.016 -0.041
C: 0.716 0.150 3.377
C: 0.486 -1.349 3.172
C: 1.266 -2.024 1.968
C: 1.915 -3.318 2.383
C: 3.247 -3.403 2.500
C: 4.104 -2.321 2.047
C: 3.504 -1.267 1.409
N: 2.174 -1.098 1.306
N: -0.004 0.999 2.410
C: 0.696 2.253 2.049
C: 1.592 2.082 0.800
C: 3.030 2.037 1.179
C: 3.958 2.926 0.789
C: 3.587 4.059 -0.062
C: 2.321 4.117 -0.503
N: 1.384 3.152 -0.218
C: -1.418 1.193 2.705
C: -2.336 0.727 1.587
C: -3.672 0.415 1.831
C: -4.468 0.000 0.782
C: -3.910 -0.103 -0.483
C: -2.575 0.229 -0.635
N: -1.806 0.647 0.375
H: 1.784 0.330 3.239
H: 0.464 0.444 4.406
H: -1.528 -1.083 2.545
H: 0.665 -1.869 4.118
H: 1.259 -4.159 2.586
H: 3.704 -4.332 2.827
H: 5.182 -2.401 2.083
H: 4.109 -0.534 0.879
H: 1.261 2.635 2.915
H: -0.062 3.001 1.810
H: 3.310 1.240 1.859
H: 4.985 2.822 1.124
H: 4.295 4.833 -0.324
H: 1.982 4.927 -1.142
H: -1.625 2.254 2.867
H: -1.699 0.690 3.632
H: -4.063 0.471 2.842
H: -5.505 -0.271 0.950
H: -4.487 -0.453 -1.330
H: -2.073 0.139 -1.597
Br: 2.140 -3.164 -1.208
C: 0.400 -3.637 -1.769
C: 0.428 -4.180 -3.028
C: -0.742 -4.635 -3.648
C: -1.912 -4.529 -2.969
C: -1.975 -3.971 -1.667
C: -3.260 -3.936 -1.079
C: -3.387 -3.476 0.193
C: -2.277 -2.991 0.887
C: -0.969 -2.898 0.376
C: -0.794 -3.481 -0.981
H: 1.378 -4.252 -3.540
H: -0.701 -5.069 -4.641
H: -2.840 -4.881 -3.408
H: -4.110 -4.298 -1.648
H: -4.356 -3.473 0.684
H: -2.439 -2.661 1.902
F: 0.037 4.070 -6.396
C: 0.048 3.882 -5.055
C: -0.702 4.718 -4.262
C: -0.679 4.516 -2.883
C: 0.072 3.496 -2.318
C: 0.070 3.249 -0.822
C: 0.821 2.673 -3.158
C: 0.812 2.858 -4.532
H: -1.285 5.512 -4.713
H: -1.264 5.167 -2.241
H: -0.425 2.298 -0.632
H: -0.553 4.017 -0.339
H: 1.412 1.874 -2.719
H: 1.385 2.220 -5.195
N: -0.775 -1.750 2.555
C: -0.133 -2.043 1.236

Computed properties:
**E_tot**: -4591.0115 a.u.
**Gap between HOMO and LUMO**: 5.11 eV
**Spin multiplicity**: 1
**Relative energy (zero: lowest compared OMol25 entry of this formula, charge and spin)**: 39.3 kcal/mol
**HOMO energy**: -2.57 eV
**Total charge**: -1